A structure of composition C51H48GdIN4O7PSi, computed with wB97M-V/def2-TZVPD.

Kohn-Sham gap (spin up / spin down)   6.85 / 5.24 eV
Charge   -1
Multiplicity   8
HOMO (spin up / spin down)   -4.75 / -4.53 eV

CARTESIAN COORDINATES (ANGSTROEM)
1 Gd -16.246 -11.041 -6.990
2 C -13.993 -13.234 -3.449
3 C -13.187 -12.057 -3.926
4 N -12.113 -11.674 -3.238
5 C -11.425 -10.646 -3.694
6 C -11.787 -9.913 -4.799
7 C -10.888 -8.789 -5.254
8 O -9.937 -9.181 -6.286
9 C -12.954 -10.258 -5.525
10 C -13.356 -9.556 -6.801
11 N -14.728 -9.138 -6.738
12 C -14.942 -8.047 -7.518
13 C -14.038 -7.520 -8.482
14 C -14.271 -6.334 -9.112
15 C -15.428 -5.581 -8.855
16 C -16.401 -6.160 -8.052
17 C -16.150 -7.319 -7.364
18 I -17.550 -8.063 -6.064
19 C -13.679 -11.375 -5.097
20 O -14.730 -11.846 -5.712
21 H -13.462 -13.974 -2.815
22 H -14.438 -13.750 -4.307
23 H -14.844 -12.856 -2.923
24 H -10.463 -10.383 -3.198
25 H -10.256 -8.495 -4.397
26 H -11.475 -7.913 -5.616
27 H -10.468 -9.775 -6.868
28 H -12.662 -8.698 -6.890
29 H -13.181 -8.102 -8.749
30 H -13.503 -5.982 -9.838
31 H -15.567 -4.575 -9.271
32 H -17.269 -5.585 -7.826
33 O -17.221 -13.229 -6.159
34 N -17.461 -13.343 -4.921
35 N -17.489 -12.220 -4.299
36 O -17.379 -11.044 -4.915
37 C -17.821 -12.169 -2.952
38 C -17.955 -10.947 -2.314
39 C -18.375 -10.901 -0.976
40 C -18.643 -12.031 -0.261
41 C -18.412 -13.286 -0.835
42 C -18.036 -13.362 -2.170
43 H -17.733 -10.019 -2.831
44 H -18.494 -9.908 -0.568
45 H -19.003 -11.933 0.734
46 H -18.487 -14.193 -0.269
47 H -17.886 -14.340 -2.645
48 C -16.218 -9.146 -11.387
49 C -16.323 -10.267 -10.369
50 O -16.283 -9.938 -9.185
51 C -16.307 -11.667 -10.810
52 C -16.619 -11.965 -12.180
53 C -16.614 -13.261 -12.668
54 C -16.356 -14.308 -11.733
55 C -16.116 -14.067 -10.413
56 C -16.064 -12.719 -9.915
57 O -15.807 -12.617 -8.661
58 H -16.560 -8.196 -10.947
59 H -16.706 -9.331 -12.312
60 H -15.169 -8.973 -11.606
61 H -16.907 -11.218 -12.902
62 H -16.778 -13.555 -13.678
63 H -16.458 -15.310 -12.110
64 H -15.988 -14.807 -9.674
65 C -12.862 -14.189 -9.053
66 Si -12.135 -12.604 -9.798
67 C -12.712 -12.364 -11.571
68 C -10.233 -12.736 -9.812
69 C -12.719 -11.199 -8.806
70 C -13.036 -10.408 -7.957
71 H -12.661 -15.080 -9.653
72 H -13.943 -14.045 -8.931
73 H -12.401 -14.305 -8.090
74 H -12.517 -13.226 -12.160
75 H -12.217 -11.521 -12.059
76 H -13.775 -12.132 -11.618
77 H -9.926 -13.704 -10.227
78 H -9.801 -12.732 -8.805
79 H -9.791 -11.906 -10.344
80 O -18.401 -11.353 -8.149
81 P -19.859 -11.477 -7.927
82 C -20.375 -11.289 -6.218
83 C -20.611 -10.061 -5.625
84 C -20.916 -9.937 -4.254
85 C -21.048 -11.095 -3.490
86 C -20.871 -12.347 -4.087
87 C -20.474 -12.433 -5.414
88 C -20.707 -10.174 -8.834
89 C -22.089 -9.967 -8.850
90 C -22.625 -8.988 -9.677
91 C -21.812 -8.185 -10.431
92 C -20.465 -8.374 -10.370
93 C -19.886 -9.326 -9.600
94 C -20.430 -13.157 -8.441
95 C -21.725 -13.534 -8.795
96 C -22.002 -14.843 -9.186
97 C -20.966 -15.760 -9.206
98 C -19.668 -15.382 -8.896
99 C -19.385 -14.087 -8.489
100 H -20.578 -9.154 -6.252
101 H -21.082 -8.966 -3.829
102 H -21.279 -11.016 -2.410
103 H -21.011 -13.214 -3.462
104 H -20.257 -13.346 -5.941
105 H -22.710 -10.585 -8.186
106 H -23.686 -8.814 -9.736
107 H -22.177 -7.335 -11.039
108 H -19.838 -7.803 -10.995
109 H -18.824 -9.512 -9.570
110 H -22.546 -12.826 -8.734
111 H -22.977 -15.177 -9.492
112 H -21.171 -16.788 -9.543
113 H -18.866 -16.120 -8.969
114 H -18.382 -13.770 -8.280

These are the Löwdin partial charges, in e, on atoms 1 to 6: number 1, Gd, carries 1.468; number 2, C, carries -0.029; number 3, C, carries -0.237; number 4, N, carries 0.092; number 5, C, carries -0.152; number 6, C, carries -0.160

=====

A structure of composition C51H49As2CrN2OPS4, computed with wB97M-V/def2-TZVPD.

Kohn-Sham gap (spin up / spin down)   7.36 / 7.72 eV
Charge   +1
Multiplicity   2
HOMO (spin up / spin down)   -9.99 / -10.01 eV

CARTESIAN COORDINATES (ANGSTROEM)
1 Cr -0.011 -0.363 0.213
2 C -4.232 -2.373 0.702
3 As -3.031 -0.857 0.437
4 C -3.327 -0.095 2.201
5 C -4.215 0.237 -0.691
6 C -5.237 0.953 -0.071
7 C -6.008 1.866 -0.777
8 C -5.756 2.071 -2.125
9 C -4.780 1.319 -2.763
10 C -4.016 0.379 -2.071
11 As -2.727 -0.746 -3.035
12 C -3.286 -0.342 -4.861
13 C -3.734 -2.427 -2.929
14 H -5.154 -1.976 1.120
15 H -3.788 -3.072 1.409
16 H -4.451 -2.886 -0.229
17 H -4.359 0.196 2.377
18 H -2.661 0.744 2.390
19 H -3.065 -0.882 2.903
20 H -5.431 0.822 0.985
21 H -6.791 2.419 -0.274
22 H -6.336 2.795 -2.686
23 H -4.625 1.461 -3.823
24 H -4.368 -0.412 -4.970
25 H -2.813 -1.087 -5.499
26 H -2.944 0.640 -5.182
27 H -4.790 -2.250 -3.129
28 H -3.615 -2.890 -1.955
29 H -3.328 -3.111 -3.673
30 C 1.324 1.858 -5.763
31 C 0.231 1.930 -4.913
32 C 0.296 1.375 -3.641
33 C 1.455 0.751 -3.194
34 C 2.546 0.678 -4.063
35 C 2.483 1.223 -5.335
36 P 1.660 0.015 -1.517
37 C 3.159 0.832 -0.882
38 C 3.854 0.183 0.133
39 C 4.990 0.753 0.685
40 C 5.439 1.985 0.228
41 C 4.745 2.646 -0.776
42 C 3.608 2.072 -1.331
43 C 2.163 -1.661 -1.931
44 C 3.377 -2.060 -2.418
45 C 3.544 -3.384 -2.880
46 C 2.497 -4.258 -2.831
47 C 1.256 -3.886 -2.254
48 C 0.215 -4.826 -2.070
49 C -0.893 -4.453 -1.373
50 C -1.016 -3.147 -0.841
51 C -0.086 -2.155 -1.044
52 C 1.084 -2.561 -1.776
53 H 1.276 2.294 -6.754
54 H -0.678 2.423 -5.237
55 H -0.568 1.433 -3.002
56 H 3.464 0.199 -3.749
57 H 3.344 1.155 -5.990
58 H 3.507 -0.780 0.484
59 H 5.523 0.239 1.476
60 H 6.330 2.431 0.654
61 H 5.089 3.609 -1.132
62 H 3.083 2.593 -2.123
63 H 4.215 -1.372 -2.449
64 H 4.501 -3.697 -3.281
65 H 2.613 -5.272 -3.200
66 H 0.330 -5.835 -2.448
67 H -1.685 -5.170 -1.189
68 H -1.878 -2.972 -0.225
69 O 0.326 0.555 1.838
70 C 0.796 1.170 3.024
71 C 1.829 0.348 3.828
72 C 2.018 0.314 5.179
73 C 3.187 -0.396 5.585
74 C 3.886 -0.882 4.528
75 S 3.130 -0.474 3.052
76 C -0.431 1.385 3.927
77 C -1.310 2.428 3.983
78 C -2.426 2.190 4.840
79 C -2.378 0.965 5.425
80 S -0.984 0.105 4.950
81 C 1.505 2.490 2.689
82 C 2.775 2.877 3.015
83 C 3.128 4.163 2.518
84 C 2.119 4.739 1.812
85 S 0.751 3.722 1.756
86 H 1.376 0.826 5.883
87 H 3.482 -0.529 6.618
88 H 4.812 -1.442 4.529
89 H -1.178 3.359 3.452
90 H -3.208 2.916 5.025
91 H -3.065 0.532 6.139
92 H 3.451 2.279 3.612
93 H 4.089 4.632 2.687
94 H 2.093 5.708 1.333
95 C 0.874 -3.924 4.061
96 C 1.555 -3.895 2.690
97 C 1.076 -2.782 1.874
98 N 0.695 -1.895 1.274
99 H 1.234 -4.787 4.620
100 H -0.208 -4.005 3.961
101 H 1.109 -3.020 4.625
102 H 1.380 -4.814 2.129
103 H 2.632 -3.774 2.796
104 S -2.190 3.859 -0.354
105 C -0.696 3.923 -1.170
106 C -0.069 2.733 -1.054
107 N -0.769 1.741 -0.383
108 C -1.891 2.249 0.067
109 H -0.336 4.821 -1.650
110 H 0.924 2.552 -1.423
111 H -2.606 1.720 0.670

These are the Löwdin partial charges, in e, on atoms 1 to 6: number 1, Cr, carries 0.501; number 2, C, carries -0.264; number 3, As, carries 1.199; number 4, C, carries -0.293; number 5, C, carries -0.423; number 6, C, carries -0.118